# 1
Molecular formula: C7H16O2
Method: DFT, ωB97M-V/def2-TZVPD

XYZ file:
```
25
C7H16O2 (ωB97M-V/def2-TZVPD)
C -0.349 -1.514 -0.497
C 0.680 -2.078 -1.441
C -1.685 -1.218 -1.123
C -0.250 -1.734 0.833
H 0.422 0.446 -0.667
H 0.580 -2.283 1.249
H 0.641 -0.134 1.641
H 0.331 -3.009 -1.890
H 0.870 -1.374 -2.249
H 1.615 -2.279 -0.929
H -2.376 -0.797 -0.392
H -2.132 -2.122 -1.544
H -1.564 -0.489 -1.930
H -1.104 -1.608 1.484
C 0.321 1.556 -1.022
C 0.463 1.973 2.344
C 1.247 0.841 1.760
O -0.925 1.980 -0.521
O 2.413 0.855 1.478
H -1.380 2.531 -1.170
H 0.323 1.480 -2.113
H 1.106 2.263 -0.746
H 1.069 2.874 2.420
H -0.399 2.155 1.702
H 0.084 1.686 3.322
```

Values from the calculation:
SMILES: C=C(C)C.CC=O.CO
ΔE to the lowest compared entry with this formula, charge and spin (eV): 2.865
Highest occupied orbital energy (Eh): -0.3174
Electronic energy (eV): -11611.3859

# 2
Molecular formula: C7H16O2
Method: DFT, ωB97M-V/def2-TZVPD

XYZ file:
```
25
C7H16O2 (ωB97M-V/def2-TZVPD)
C -1.909 0.509 1.610
C -1.279 -0.773 1.257
C 0.215 -0.847 1.524
C 0.727 -2.155 0.946
C 2.208 -2.313 1.279
C 0.017 1.631 -1.725
C 1.086 0.643 -2.326
H -1.817 0.564 2.740
H -1.477 1.459 1.262
H -2.970 0.604 1.283
H -1.349 -0.899 0.111
H -1.815 -1.560 1.877
H 0.880 -0.135 1.201
H 0.593 -0.962 2.533
H 0.632 -2.404 -0.041
H 0.001 -2.984 1.442
H 2.178 -2.498 2.325
H 2.281 -3.336 0.632
H 2.983 -1.612 1.045
H -1.640 2.112 -1.486
H 1.807 0.761 -1.496
H 0.670 -0.363 -2.408
H 1.633 0.701 -3.435
O 0.246 2.351 -0.758
O -1.369 1.446 -2.114
```

Values from the calculation:
SMILES: CC(=O)O.CCCCC
ΔE to the lowest compared entry with this formula, charge and spin (eV): 3.161
Highest occupied orbital energy (Eh): -0.3756
Electronic energy (eV): -11611.0898